No. 1
Density functional theory data (wB97M-V/def2-TZVPD) for one molecule with the formula C5H8O2.

Computed properties:
HOMO level   -9.765 eV
2S+1   1
Structure (SMILES)   CCCC(=O)C=O

Atoms and positions in Å:
O 1.41394 -0.27510 1.66950
O 1.71493 1.72555 -1.13007
C 1.24985 0.00204 0.50144
C 1.78889 1.35663 0.01612
C 0.53916 -0.84867 -0.51716
C -0.98852 -0.93043 -0.28292
C -1.62940 0.31927 0.32453
H 0.96938 -1.85483 -0.46830
H -1.45064 -1.13866 -1.25447
H -1.21538 0.53579 1.31623
H -1.20601 -1.78559 0.36544
H 0.75843 -0.42825 -1.50235
H -1.49342 1.20446 -0.30871
H 2.25330 1.96205 0.81913
H -2.70453 0.15573 0.45158

=====

No. 2
Density functional theory data (wB97M-V/def2-TZVPD) for F2Li2 as an isolated structure at a distorted geometry.

Computed properties:
HOMO level   -7.305 eV
2S+1   1

Atoms and positions in Å:
F 1.34012 0.43861 -1.76052
F 0.11645 -0.36077 0.57404
Li 0.04661 1.41683 -0.31862
Li -1.50318 -1.49467 1.50510

=====

No. 3
Density functional theory data (wB97M-V/def2-TZVPD) for C22H22O2S4Tc as an isolated structure.

Computed properties:
Total charge   +2
⟨S²⟩   3.794
HOMO level (spin up / spin down)   -13.962 / -14.567 eV
2S+1   4

Atoms and positions in Å:
Tc 1.10898 0.13669 -1.21505
S 0.23147 -1.37894 -2.70514
S -0.22524 -2.11382 0.56995
S -0.65392 2.73903 -2.01615
S 3.01707 0.13080 -2.50137
O 0.97495 -1.13370 0.30966
O 0.64626 1.87562 -2.06764
C 0.20414 -1.10227 3.09318
C -0.97571 -3.22725 2.87844
C -1.11726 -3.27880 4.25718
C -2.04774 1.57972 -1.79463
C -1.66921 -1.12744 0.08522
C 1.72436 -2.17192 -3.14011
C 1.70168 -3.47805 -3.62650
C 0.06649 -1.18259 4.46948
C 0.46235 4.13509 1.59641
C 4.10145 -3.36012 -4.02439
C -1.58369 4.54868 -0.25646
C -1.56579 0.35402 0.43991
C -0.54185 5.05950 1.85073
C -1.55862 5.27000 0.92614
C 0.44746 3.39852 0.41878
C -2.50489 1.24436 -0.37919
C 2.96665 -1.47177 -3.07100
C -0.59716 -2.26036 5.04540
C 4.15687 -2.09161 -3.52776
C -0.33045 -2.12738 2.32373
C -0.58815 3.60503 -0.47908
C 2.86974 -4.05511 -4.07082
H 0.76584 -4.01845 -3.67842
H -1.71924 0.71480 -2.38156
H 0.73875 -0.28282 2.63444
H 5.00208 -3.84097 -4.38022
H 0.48621 -0.40713 5.09563
H -2.67152 2.16923 0.17339
H -1.77530 0.48139 1.50223
H -0.69572 -2.31403 6.12118
H -1.61331 -4.12366 4.71437
H -0.53712 0.74086 0.33808
H -2.36098 4.73088 -0.99079
H -3.48642 0.77223 -0.46763
H 1.27133 4.00284 2.30196
H 5.09360 -1.55319 -3.47085
H -2.32457 6.00890 1.11732
H -1.34568 -4.03411 2.25656
H 2.84324 -5.05986 -4.47143
H -0.52054 5.63724 2.76477
H -2.50958 -1.60933 0.58997
H 1.26684 2.72762 0.19113
H -2.85203 2.04873 -2.36365
H -1.77615 -1.30712 -0.98542

=====

No. 4
Density functional theory data (wB97M-V/def2-TZVPD) for one molecule with the formula C26H32N2O3.

Computed properties:
HOMO level   -8.131 eV
2S+1   1
Structure (SMILES)   COc1ccccc1/C=C/CN1CCC(Oc2ccc(C(=O)N3CCCC3)cc2)CC1

Atoms and positions in Å:
O 3.34318 -5.93255 3.20433
O -2.03120 7.04946 0.72596
O 1.04910 -0.67382 0.46057
N 3.59033 -6.48367 1.03670
N -2.69916 1.03938 -0.50107
C -1.36108 -0.56758 0.86817
C 1.38306 -4.31163 0.94571
C 0.81180 -3.10879 0.56775
C -3.65906 5.74394 -2.23959
C -0.22158 0.87675 -0.81260
C -1.59766 1.15225 -1.43581
C 1.48319 -1.91294 0.80563
C 3.21534 -5.64651 2.02724
C 4.34879 -7.35865 -1.01499
C -3.00973 5.79272 -1.01046
C 2.72503 -1.95368 1.44531
C -2.66598 7.05506 -0.48251
C 3.66878 -6.14646 -0.37366
C 3.27944 -3.15425 1.83095
C -2.65511 4.59143 -0.26613
C -2.68644 -0.24508 0.16362
C -3.21820 3.39454 -0.40508
C -1.67352 8.27718 1.30841
C 4.26768 -7.73550 1.32716
C -0.22087 -0.50031 -0.15082
C -2.83094 2.18541 0.38635
C 5.18364 -7.93807 0.12601
C -3.97654 6.89621 -2.93431
C 2.62016 -4.35106 1.57067
C -2.98826 8.20872 -1.18449
C -3.64151 8.12764 -2.40335
H 0.84219 -5.23040 0.76792
H -2.87618 -1.00727 -0.60110
H 0.55156 0.91919 -1.58020
H 4.94683 -7.08118 -1.88047
H -0.96903 8.83323 0.68095
H -1.88326 4.73271 0.47888
H 3.23179 -1.02017 1.63291
H -0.36981 -1.26454 -0.92877
H -3.63885 1.95361 1.09003
H 3.59848 -8.08510 -1.32904
H -2.55181 8.89950 1.50898
H -3.88298 9.03564 -2.93573
H 5.44306 -8.98279 -0.02924
H -3.50881 -0.27658 0.88173
H 6.10097 -7.36175 0.25139
H -1.41235 -1.55531 1.32840
H -0.15624 -3.12317 0.09201
H -1.92359 2.39671 0.97344
H 4.26548 -5.23645 -0.50979
H 0.01276 1.62906 -0.05862
H -1.77593 0.42968 -2.23990
H -2.73500 9.18115 -0.79212
H 4.23214 -3.17260 2.33875
H -3.90437 4.78208 -2.66260
H -1.61583 2.15566 -1.86568
H -1.16689 0.15995 1.65852
H 2.67666 -5.96447 -0.79395
H 3.53291 -8.54572 1.40412
H -4.01709 3.22344 -1.11195
H -1.19101 8.02498 2.25179
H -4.47904 6.83305 -3.88764
H 4.79056 -7.65229 2.28135

=====

No. 5
Density functional theory data (wB97M-V/def2-TZVPD) for a 2-piece molecular cluster, C18H34NO3 overall at a distorted geometry.

Computed properties:
Total charge   +1
HOMO level   -11.574 eV
2S+1   1

Atoms and positions in Å:
O -0.57445 -0.48299 -0.80377
O -1.98933 1.08011 1.24479
O 2.11536 0.85009 -3.03008
N 2.00128 0.78289 -5.46807
C 0.65142 -0.72453 4.04197
C 2.79999 0.44591 -4.21944
C 1.44190 -1.85505 4.70895
C 0.20480 -1.84316 6.93883
C 0.89525 1.70388 -5.47901
C 1.72457 0.32250 -8.01559
C 2.44832 0.09061 -6.67743
C -2.73688 0.15587 0.42522
C 0.41972 0.41978 -1.30416
C -0.62999 -1.15564 3.32703
C 0.66611 -2.66962 5.74593
C -1.92538 -0.01054 -0.96437
C 0.48855 1.29308 -8.06960
C 0.07124 2.00450 -6.75815
C 1.40387 -0.26636 -2.41179
C -2.84214 2.00939 1.94865
C -0.38015 -2.11058 2.16824
C -2.10142 3.43742 2.19888
H 1.30851 -0.22314 3.32133
H 0.62648 2.22422 -4.50442
H 0.39685 0.03286 4.79143
H -0.30716 -2.48208 7.66277
H -1.32320 -2.35445 1.67029
H -2.04965 0.97149 -1.52993
H 1.31761 -3.47140 6.11115
H 2.08305 -0.21023 -8.95464
H -1.12579 -0.26104 2.93834
H 1.82138 -2.53629 3.93990
H 2.32647 -1.42023 5.18804
H 2.93242 -0.70139 -4.23783
H 2.07913 -0.98870 -1.84123
H -0.04617 1.43749 -9.06285
H 1.05443 -1.37501 7.44219
H -1.62206 3.84712 1.23205
H -2.87105 4.23222 2.51737
H 0.03204 1.37731 -1.78674
H -3.82316 2.25651 1.41762
H -0.49561 -1.05954 6.63965
H -3.77841 0.54995 0.12212
H 0.28439 -1.65978 1.42631
H -0.81684 2.73320 -6.74189
H 0.06529 -3.04938 2.50623
H 1.11593 0.73883 -0.44710
H -2.49835 -0.80887 -1.58172
H 0.76936 -0.87664 -3.14015
H -3.09817 1.62532 3.01260
H -1.28428 3.34717 3.00682
H -0.19423 -3.16082 5.28264
H 3.86853 0.88471 -4.27781
H -1.33012 -1.61107 4.03475
H -2.92494 -0.86732 0.92421
H 3.35469 -0.61858 -6.62854

=====

Look up the 2S+1 of the second one. 1

=====

Which value of 2S+1 does entry 5 give? 1

=====

Copy entry 5 word for word.
Density functional theory data (wB97M-V/def2-TZVPD) for a 2-piece molecular cluster, C18H34NO3 overall at a distorted geometry.

Computed properties:
Total charge   +1
HOMO level   -11.574 eV
2S+1   1

Atoms and positions in Å:
O -0.57445 -0.48299 -0.80377
O -1.98933 1.08011 1.24479
O 2.11536 0.85009 -3.03008
N 2.00128 0.78289 -5.46807
C 0.65142 -0.72453 4.04197
C 2.79999 0.44591 -4.21944
C 1.44190 -1.85505 4.70895
C 0.20480 -1.84316 6.93883
C 0.89525 1.70388 -5.47901
C 1.72457 0.32250 -8.01559
C 2.44832 0.09061 -6.67743
C -2.73688 0.15587 0.42522
C 0.41972 0.41978 -1.30416
C -0.62999 -1.15564 3.32703
C 0.66611 -2.66962 5.74593
C -1.92538 -0.01054 -0.96437
C 0.48855 1.29308 -8.06960
C 0.07124 2.00450 -6.75815
C 1.40387 -0.26636 -2.41179
C -2.84214 2.00939 1.94865
C -0.38015 -2.11058 2.16824
C -2.10142 3.43742 2.19888
H 1.30851 -0.22314 3.32133
H 0.62648 2.22422 -4.50442
H 0.39685 0.03286 4.79143
H -0.30716 -2.48208 7.66277
H -1.32320 -2.35445 1.67029
H -2.04965 0.97149 -1.52993
H 1.31761 -3.47140 6.11115
H 2.08305 -0.21023 -8.95464
H -1.12579 -0.26104 2.93834
H 1.82138 -2.53629 3.93990
H 2.32647 -1.42023 5.18804
H 2.93242 -0.70139 -4.23783
H 2.07913 -0.98870 -1.84123
H -0.04617 1.43749 -9.06285
H 1.05443 -1.37501 7.44219
H -1.62206 3.84712 1.23205
H -2.87105 4.23222 2.51737
H 0.03204 1.37731 -1.78674
H -3.82316 2.25651 1.41762
H -0.49561 -1.05954 6.63965
H -3.77841 0.54995 0.12212
H 0.28439 -1.65978 1.42631
H -0.81684 2.73320 -6.74189
H 0.06529 -3.04938 2.50623
H 1.11593 0.73883 -0.44710
H -2.49835 -0.80887 -1.58172
H 0.76936 -0.87664 -3.14015
H -3.09817 1.62532 3.01260
H -1.28428 3.34717 3.00682
H -0.19423 -3.16082 5.28264
H 3.86853 0.88471 -4.27781
H -1.33012 -1.61107 4.03475
H -2.92494 -0.86732 0.92421
H 3.35469 -0.61858 -6.62854